{
  "formula": "C26H25IrN4O8Te",
  "method": "ωB97M-V/def2-TZVPD",
  "symbols": ["Ir", "C", "C", "C", "C", "C", "C", "C", "C", "N", "H", "H", "H", "H", "H", "H", "C", "O", "C", "C", "H", "H", "H", "H", "H", "H", "O", "N", "O", "C", "C", "C", "C", "O", "C", "C", "N", "O", "O", "N", "O", "O", "H", "H", "C", "C", "C", "C", "C", "C", "Te", "C", "C", "C", "H", "H", "H", "H", "H", "H", "H", "H", "H", "H", "H"],
  "xyz": [[0.352466, 0.537756, -0.685740], [1.055595, 2.522298, -0.642703], [0.903814, 3.268233, -1.905429], [-0.241318, 4.027974, -2.193961], [-0.382964, 4.689459, -3.396118], [0.630762, 4.624712, -4.356045], [1.785193, 3.883113, -4.083918], [1.913527, 3.222438, -2.881086], [0.497175, 5.321884, -5.597047], [0.393279, 5.886493, -6.596953], [0.555931, 3.049194, 0.175804], [2.114949, 2.407557, -0.398537], [-1.032465, 4.076237, -1.455997], [-1.278448, 5.262173, -3.602639], [2.574414, 3.833083, -4.823744], [2.799995, 2.634682, -2.678775], [1.990713, -0.911976, -3.877262], [1.532499, 0.187545, -3.088972], [0.322745, 0.127521, -2.494336], [-0.692334, -0.731976, -3.175092], [1.819797, -1.844928, -3.340452], [3.058388, -0.748440, -3.996741], [1.511183, -0.940865, -4.857433], [-0.554467, -0.794864, -4.256924], [-1.695657, -0.383060, -2.944156], [-0.579251, -1.723564, -2.717164], [4.268265, -4.081996, 4.426618], [3.150379, -4.058550, 3.925111], [2.282305, -4.859761, 4.236145], [2.845399, -3.041215, 2.926865], [3.841999, -2.131147, 2.618218], [3.516509, -1.139850, 1.676322], [2.247337, -1.001144, 1.098642], [1.898882, 0.127953, 0.526903], [1.298518, -2.085541, 1.321085], [1.597951, -3.056196, 2.326263], [0.152975, -2.160670, 0.658395], [-0.758805, -3.053783, 0.915785], [0.001371, -1.522712, -0.536376], [4.549729, -0.174527, 1.368949], [5.458284, -0.016362, 2.182293], [4.529727, 0.415173, 0.298518], [4.812100, -2.159935, 3.079282], [0.852538, -3.792180, 2.570357], [-4.077028, -2.206990, 4.405912], [-3.617877, -1.393435, 3.226393], [-3.073668, -0.129073, 3.392498], [-2.631718, 0.623952, 2.308523], [-1.999030, 1.963389, 2.581725], [-2.753957, 0.102332, 1.013662], [-2.155695, 1.281691, -0.650493], [-3.284434, -1.183072, 0.829665], [-3.362599, -1.840245, -0.516417], [-3.708553, -1.902235, 1.941203], [-3.862531, -1.693859, 5.344307], [-3.574321, -3.175835, 4.428980], [-5.153193, -2.395830, 4.363621], [-2.964374, 0.277042, 4.393728], [-1.915734, 2.129090, 3.656919], [-2.575334, 2.779384, 2.141707], [-1.001295, 2.018709, 2.142605], [-2.353107, -2.161177, -0.795771], [-3.740024, -1.155815, -1.276965], [-4.004108, -2.721956, -0.471887], [-4.092403, -2.906305, 1.792128]],
  "forces_ev_per_a": [[-0.1, -0.1, -0.2], [0.1, 0.1, 0.0], [0.0, 0.0, 0.0], [0.0, 0.0, 0.0], [0.0, 0.0, 0.0], [0.0, 0.0, 0.1], [-0.1, 0.0, 0.0], [0.0, 0.0, 0.0], [0.0, 0.1, -0.1], [0.0, 0.0, 0.0], [0.0, 0.0, 0.0], [0.0, 0.0, 0.1], [0.0, 0.0, 0.0], [0.0, 0.0, 0.0], [0.0, 0.0, 0.0], [0.0, 0.0, 0.0], [-0.1, 0.1, 0.0], [-0.1, 0.5, -0.1], [0.2, -0.7, 0.4], [0.0, 0.1, -0.1], [0.0, 0.0, 0.0], [0.0, 0.0, 0.0], [0.0, 0.0, 0.0], [0.0, 0.0, 0.0], [0.0, 0.0, 0.0], [0.0, 0.0, 0.0], [0.0, 0.0, 0.0], [0.0, -0.2, 0.2], [0.0, 0.1, 0.0], [0.1, 0.4, -0.3], [0.0, -0.2, 0.1], [-0.3, 0.0, 0.0], [0.1, -0.2, 0.2], [0.1, 0.1, -0.1], [-0.3, -0.2, -0.1], [0.0, 0.1, 0.0], [0.1, 0.1, 0.6], [0.1, -0.1, 0.1], [-0.1, 0.2, -0.6], [0.2, 0.2, -0.1], [0.0, 0.0, 0.1], [0.0, -0.1, 0.0], [0.0, 0.0, 0.0], [0.0, 0.0, 0.0], [0.0, 0.0, 0.0], [0.0, 0.0, -0.1], [0.0, 0.0, 0.0], [0.0, 0.0, 0.0], [0.0, 0.0, 0.0], [0.0, 0.0, 0.0], [0.1, 0.1, -0.2], [0.0, 0.0, 0.0], [0.1, 0.0, -0.1], [-0.1, 0.0, 0.0], [0.0, 0.0, 0.0], [0.0, 0.0, 0.0], [0.0, 0.0, 0.0], [0.0, 0.0, 0.0], [0.0, 0.0, 0.0], [0.0, 0.0, 0.0], [0.0, 0.0, 0.0], [-0.1, 0.0, 0.0], [0.0, 0.0, 0.0], [0.0, 0.0, 0.0], [0.0, 0.0, 0.0]],
  "lowdin_charge": [1.1370, -0.3093, -0.3032, -0.0710, -0.0438, -0.2665, -0.0428, -0.0466, -0.2203, 0.1079, 0.0421, 0.0535, 0.0678, 0.1095, 0.1089, 0.1164, -0.0600, -0.1442, -0.4679, -0.1065, 0.1020, 0.0920, 0.0809, 0.0730, 0.0066, 0.0900, 0.0168, -0.3609, 0.0327, -0.2039, -0.0024, -0.1070, -0.2359, -0.2337, -0.1485, 0.0440, -0.3557, -0.1570, -0.3276, -0.3538, 0.0121, 0.0438, 0.0988, 0.0928, -0.0650, -0.2771, -0.0334, -0.3246, -0.1123, -0.4850, 1.0236, -0.3154, -0.1023, -0.0277, 0.0638, 0.0779, 0.0690, 0.1016, 0.0655, 0.0562, 0.0509, 0.0583, 0.0315, 0.0691, 0.1153],
  "total_charge": -2,
  "e_tot_ev": -59831.8891,
  "e_lumo_ev": [3.92, 3.92],
  "homo_lumo_gap_ev": [3.68, 3.67]
}